[1]
{"formula": "C16H32Cl2N6O2P", "method": "wB97M-V/def2-TZVPD", "lumo_ev": -3.7, "charge": 1, "orbital_gap_ev": 8.4, "e_homo_ev": -12.128, "elements": ["Cl", "Cl", "P", "O", "O", "N", "N", "N", "N", "N", "N", "C", "C", "C", "C", "C", "C", "C", "C", "C", "C", "C", "C", "C", "C", "C", "C", "H", "H", "H", "H", "H", "H", "H", "H", "H", "H", "H", "H", "H", "H", "H", "H", "H", "H", "H", "H", "H", "H", "H", "H", "H", "H", "H", "H", "H", "H", "H", "H"], "positions_angstrom": [[-4.57894, 1.60810, -2.38852], [-2.13987, 0.23895, -3.72261], [-1.15707, -1.51863, -0.59460], [-0.10913, -1.48923, 0.59345], [-0.44614, -2.48341, -1.66037], [-2.57036, -1.91976, -0.15218], [-0.50913, 1.25863, 0.74232], [0.49725, 1.76292, -1.30460], [5.20369, -2.84737, 0.34607], [-1.04252, 0.05152, -1.31931], [-1.77170, 3.90556, 1.03006], [3.20638, -1.44828, -2.42389], [-1.74598, 4.37581, 2.07643], [-0.33848, 1.04286, -0.63393], [-3.27461, 1.08025, -1.42761], [2.61276, -5.19809, 1.66754], [2.52509, -0.13422, -2.00448], [0.82518, 1.63245, -2.72946], [-3.40938, 1.27994, 0.04209], [-4.23906, 4.75324, 3.70070], [4.19882, -5.16052, -0.32951], [-1.71473, 4.96819, 3.41215], [2.74883, -5.29318, 0.15168], [-2.86456, 4.43552, 4.27875], [1.54021, 0.31604, -3.07494], [-2.20688, 0.51761, -1.99671], [4.76665, -3.86686, 0.05178], [2.13939, -4.51686, -0.31921], [4.11287, -1.54411, -1.83990], [-4.37626, 5.82869, 3.57968], [1.57310, -5.32859, 1.96722], [0.39573, 1.17085, 1.19865], [0.76848, -0.44912, -3.13951], [-5.02284, 4.38704, 4.36150], [2.00094, 0.40156, -4.05111], [0.98764, 2.48378, -0.79568], [4.81871, -5.94782, 0.10051], [2.35754, -6.25264, -0.18794], [-4.38432, 4.27989, 2.72801], [4.25049, -5.24973, -1.41477], [-1.04259, -2.55069, -2.41938], [2.94314, -4.22630, 2.03833], [3.26860, 0.64687, -1.84967], [-0.75062, 4.73517, 3.86467], [-1.78164, 6.05168, 3.30629], [-2.72066, 2.03696, 0.40611], [1.52245, 2.44057, -2.93301], [3.40900, -1.39336, -3.48843], [-0.83206, 2.21533, 0.90631], [-3.31239, 0.35497, 0.60040], [-2.76023, 3.35547, 4.39762], [0.75501, -1.79902, 0.28148], [-0.04092, 1.80664, -3.35347], [-2.77666, 4.87515, 5.27213], [-4.40609, 1.66428, 0.23209], [-2.86214, -2.76723, -0.62378], [3.20404, -5.96849, 2.16343], [2.01914, -0.32195, -1.05794], [2.53686, -2.28703, -2.26094]], "nbo_charge": [0.0930, 0.0092, 2.3529, -0.9666, -0.9787, -1.3151, -0.8879, -0.4455, -0.3522, -0.8454, -0.4516, -0.6065, 0.3979, 0.8037, 0.0241, -0.6166, -0.3902, -0.2428, -0.6967, -0.6152, -0.5154, -0.5232, -0.3745, -0.3795, -0.4111, 0.0428, 0.3009, 0.1906, 0.2406, 0.2122, 0.2202, 0.4023, 0.2153, 0.2311, 0.2361, 0.4337, 0.2536, 0.2181, 0.2076, 0.2528, 0.5195, 0.2104, 0.2057, 0.2608, 0.2623, 0.2447, 0.2236, 0.2091, 0.4338, 0.2753, 0.2101, 0.5195, 0.2464, 0.2246, 0.2477, 0.4006, 0.2145, 0.1649, 0.2023]}

---

[2]
{"formula": "C41H68N15", "method": "wB97M-V/def2-TZVPD", "lumo_ev": 1.6, "charge": -1, "orbital_gap_ev": 3.1, "e_homo_ev": -1.482, "elements": ["N", "N", "N", "N", "N", "N", "N", "N", "N", "N", "N", "N", "N", "N", "N", "C", "C", "C", "C", "C", "C", "C", "C", "C", "C", "C", "C", "C", "C", "C", "C", "C", "C", "C", "C", "C", "C", "C", "C", "C", "C", "C", "C", "C", "C", "C", "C", "C", "C", "C", "C", "C", "C", "C", "C", "C", "H", "H", "H", "H", "H", "H", "H", "H", "H", "H", "H", "H", "H", "H", "H", "H", "H", "H", "H", "H", "H", "H", "H", "H", "H", "H", "H", "H", "H", "H", "H", "H", "H", "H", "H", "H", "H", "H", "H", "H", "H", "H", "H", "H", "H", "H", "H", "H", "H", "H", "H", "H", "H", "H", "H", "H", "H", "H", "H", "H", "H", "H", "H", "H", "H", "H", "H", "H"], "positions_angstrom": [[9.30917, -2.52018, 7.87653], [8.55992, 2.35531, 6.91673], [6.27145, -6.16673, 0.53444], [6.36693, -9.01403, 2.55892], [4.49954, -4.00540, 4.64317], [3.59592, -0.60401, 6.03163], [-7.73305, 3.42824, 3.20224], [-0.36537, -3.82647, 3.93123], [-6.33653, 6.55874, -0.65465], [-2.11966, 2.69730, -11.80429], [-3.39148, -0.27630, -7.40062], [1.09877, 4.45634, -2.47133], [-2.27328, 1.16138, 1.94202], [-1.49520, 9.00466, -5.47499], [-1.68274, -2.99904, -3.73910], [-1.35997, -1.86591, -6.06434], [-4.61249, 0.77422, -0.78363], [-0.88548, 6.71761, -4.37344], [-1.93485, 0.15746, 2.38481], [4.43054, -1.39446, 6.07996], [-4.28452, 3.22067, -1.44485], [8.38522, -0.27335, 8.82801], [5.52466, -2.36328, 6.15121], [-4.46387, -0.15816, -7.00534], [6.09538, 1.79745, 6.27354], [6.91858, -10.33829, 0.38307], [-1.50526, -1.13741, 2.90059], [1.51900, 4.28964, -1.41593], [-4.95537, 6.05205, 1.50012], [7.12499, -5.61658, 1.07147], [4.27178, -4.84510, 3.88875], [-1.53671, 2.00389, -1.99342], [-5.81623, -0.01051, -6.47854], [2.05192, 4.06984, -0.07764], [-5.72974, 6.34126, 0.29630], [8.90494, -1.52959, 8.29556], [-5.51840, -0.43871, -1.13661], [3.98326, -5.90177, 2.92802], [-5.30175, 2.11866, -1.05552], [7.47485, 2.11367, 6.62980], [0.52379, -3.29214, 4.42508], [-5.31469, -0.75443, -2.63817], [-8.32148, 1.39089, 1.68189], [-1.22683, 7.99811, -4.98983], [-2.33482, 2.66535, -3.14845], [1.65496, -2.61286, 5.05314], [0.48574, -0.34446, -0.46083], [6.60978, -9.59708, 1.60142], [-0.92381, 0.63848, -2.42151], [-1.11044, 2.00568, -9.49946], [8.20713, -4.91395, 1.75387], [-0.88855, -0.34500, -1.20876], [-7.99214, 2.53035, 2.53426], [-1.54108, -2.52335, -4.77483], [-1.67562, 2.39285, -10.78945], [-3.83782, 3.01164, -2.90493], [-1.79082, 6.14430, -4.18148], [-6.40814, -0.88803, -6.73191], [-6.57021, -0.24420, -0.90293], [1.30868, -2.00380, 5.88500], [0.96771, -1.32211, -0.64651], [-4.04398, 3.94819, -3.44106], [-1.72140, -0.17691, -0.51229], [7.80589, -4.33772, 2.58581], [-5.25136, 6.72714, 2.30076], [-5.11543, 0.17035, -3.19264], [-1.54921, 0.16064, -3.19436], [-9.27603, 1.56169, 1.18746], [-1.13722, 2.85095, -8.81443], [-5.96686, 1.96005, -1.91643], [-1.54811, -2.57104, -6.87221], [-6.13881, -1.32706, -3.07601], [-6.28435, 0.87347, -6.90762], [6.04870, 0.81893, 5.80168], [-0.34196, -1.48766, -6.15057], [-1.80625, 3.55820, -3.50471], [1.47159, 3.29030, 0.41878], [2.15156, -1.97296, 4.32875], [-5.89563, 2.46043, -0.19831], [8.93041, -5.63236, 2.13498], [7.96702, -10.63049, 0.38369], [8.70577, 0.55672, 8.20406], [-3.46673, 3.28362, -0.72444], [-5.13442, 5.02543, 1.81600], [-2.08621, 1.79857, -1.07740], [-0.92022, -1.65161, 2.13829], [-0.23823, 6.14634, -5.03517], [-0.67670, 2.63706, -1.73821], [8.74479, -0.12354, 9.84447], [8.70399, -4.23878, 1.05982], [-0.07799, 1.68654, -9.62897], [1.99390, 4.99236, 0.49942], [-1.68658, 1.18515, -9.07239], [-8.38853, 0.48460, 2.28084], [6.29943, -11.23157, 0.32721], [5.70867, 2.54202, 5.58064], [-4.84644, 4.15981, -1.36082], [-2.05652, -1.03762, -6.14869], [5.19235, -3.27365, 6.62538], [5.47463, 1.78697, 7.16748], [-3.71778, 0.64195, -1.39296], [5.90388, -2.57074, 5.16730], [-4.47456, 2.27077, -3.40012], [0.11996, 0.74607, -2.72821], [6.33447, -1.93062, 6.75158], [-2.30798, 1.97301, -3.99936], [2.99502, -5.74770, 2.49624], [3.08998, 3.75068, -0.14308], [-2.37046, -1.74517, 3.15856], [-1.04033, -1.35367, -1.62754], [7.29563, -0.30243, 8.84035], [-4.38320, 0.73058, 0.28502], [-4.40385, -1.35358, -2.75179], [2.36307, -3.34749, 5.42191], [6.72233, -9.71264, -0.48602], [-0.89251, -0.99763, 3.78810], [-5.12246, -1.30167, -0.59304], [4.01145, -6.87042, 3.42455], [-0.36574, 6.88282, -3.43242], [-7.54787, 1.26108, 0.92612], [0.28380, -0.35211, 0.63064], [-5.77830, 0.09381, -5.39466], [-3.89411, 6.18138, 1.29567], [4.72983, -5.88813, 2.13482]], "lowdin_charge": [0.1209, 0.1307, 0.1401, 0.1282, 0.1354, 0.1499, 0.1212, 0.1377, 0.1224, 0.1121, 0.1410, 0.1389, 0.1412, 0.1069, 0.1368, -0.0933, -0.2159, -0.0831, -0.2831, -0.2782, -0.1972, -0.0760, -0.1186, -0.2209, -0.0618, -0.0700, -0.0966, -0.2816, -0.0675, -0.2671, -0.1801, -0.2070, -0.0435, -0.0779, -0.2953, -0.2888, -0.2383, -0.0412, -0.2060, -0.2729, -0.2784, -0.1129, -0.0621, -0.2909, -0.1799, -0.1091, -0.2411, -0.2900, -0.2397, -0.0710, -0.0545, -0.3814, -0.2810, -0.2813, -0.2896, -0.1878, 0.0717, 0.0863, 0.0865, 0.0728, -0.0761, 0.0944, 0.0461, 0.0793, 0.0783, 0.0388, 0.0689, 0.0833, 0.0833, 0.1020, 0.0758, 0.0638, 0.0865, 0.0594, 0.0842, 0.0761, 0.0775, 0.0774, 0.0880, 0.0838, 0.0798, 0.0249, 0.1051, 0.0747, 0.0607, 0.0679, 0.0800, 0.0700, 0.0842, 0.0845, 0.0803, 0.0735, 0.0548, 0.0837, 0.0807, 0.0900, 0.0753, 0.0064, 0.0678, 0.0852, 0.0867, 0.0502, 0.0772, 0.0767, 0.0603, 0.0833, 0.0941, 0.0765, 0.0757, 0.0476, 0.0775, 0.0893, 0.0727, 0.0420, 0.0823, 0.0610, 0.1009, 0.0839, 0.0686, 0.0551, -0.1000, 0.0612, 0.0828, 0.0261]}

---

In order of appearance, energy = -64475.2341; -65964.5312 eV.